{
  "formula": "C36H32BrP2Sc",
  "method": "wB97M-V/def2-TZVPD",
  "total_charge": 2,
  "gap_ev": 7.45,
  "symbols": ["C", "C", "C", "C", "C", "C", "P", "C", "C", "C", "C", "C", "C", "Sc", "P", "C", "C", "C", "C", "C", "C", "C", "C", "C", "C", "C", "C", "C", "C", "C", "C", "C", "C", "C", "C", "C", "C", "C", "C", "H", "H", "H", "H", "H", "H", "H", "H", "H", "H", "H", "H", "H", "H", "H", "H", "H", "H", "H", "H", "H", "H", "H", "H", "H", "H", "H", "H", "H", "H", "H", "H", "Br"],
  "positions_angstrom": [[-3.88109, 0.43512, -1.58700], [-2.78307, 0.03011, -2.36041], [-2.90590, -1.00364, -3.29941], [-4.14528, -1.57940, -3.51655], [-5.25666, -1.13663, -2.79254], [-5.11993, -0.13363, -1.83244], [-1.14283, 0.74678, -2.08214], [-0.24795, 0.66604, -3.61218], [0.79378, -0.27179, -3.76958], [1.39001, -0.37257, -5.02803], [0.95029, 0.47183, -6.06929], [-0.06455, 1.41899, -5.86872], [-0.66218, 1.53647, -4.62359], [-0.65078, 0.41390, 0.28611], [-1.90523, -1.53498, 1.21077], [-2.48795, -2.89579, 0.17181], [-3.85525, -3.21781, 0.19119], [-4.32520, -4.20191, -0.66755], [-3.45048, -4.81586, -1.56384], [-2.10538, -4.44732, -1.61430], [-1.60849, -3.48565, -0.75408], [-0.72350, -2.18453, 2.46433], [0.11399, -1.31514, 3.17277], [1.16478, -1.82031, 3.92962], [1.35051, -3.19980, 4.03080], [0.46541, -4.07412, 3.39401], [-0.56486, -3.56391, 2.60501], [-3.16032, -0.63951, 2.15510], [-3.24034, 0.76207, 2.11172], [-4.17943, 1.40337, 2.91225], [-4.99783, 0.65165, 3.77041], [-4.87965, -0.74265, 3.82407], [-3.95100, -1.39033, 3.02804], [-1.47621, 2.51951, -1.63134], [-2.54685, 3.17578, -2.23897], [-2.85500, 4.49611, -1.91779], [-2.04822, 5.18018, -1.00378], [-0.94473, 4.54653, -0.42716], [-0.64749, 3.21642, -0.73487], [0.00317, -0.22703, 3.07807], [1.87811, -1.14490, 4.39388], [2.19803, -3.61346, 4.58782], [0.58497, -5.15454, 3.46819], [-1.24852, -4.22993, 2.06820], [-4.52499, -2.67483, 0.86425], [-5.38883, -4.43731, -0.63004], [-3.85080, -5.57570, -2.22978], [-1.43784, -4.91292, -2.33176], [-0.55441, -3.17955, -0.79442], [-2.57779, 1.38680, 1.45647], [-4.26601, 2.49384, 2.89873], [-5.72304, 1.13818, 4.41802], [-5.48538, -1.34421, 4.49709], [-3.81050, -2.47276, 3.06684], [-3.17015, 2.63707, -2.95191], [-3.71535, 4.97952, -2.36219], [-2.28179, 6.21002, -0.73919], [-0.29724, 5.07867, 0.26609], [0.28314, 2.75753, -0.32553], [1.09580, -0.86927, -2.90674], [2.18515, -1.10558, -5.17723], [1.42059, 0.38916, -7.04101], [-0.39232, 2.07079, -6.67804], [-1.43085, 2.28096, -4.43393], [-2.03175, -1.31106, -3.87590], [-4.25282, -2.36524, -4.26249], [-6.23467, -1.57957, -2.97345], [-5.98663, 0.22436, -1.27053], [-3.77014, 1.22424, -0.83209], [-7.19400, -1.79727, -0.99907], [-6.99849, -1.16676, -0.62857], [1.45951, -0.87015, -0.02669]],
  "atomic_forces_ev_per_a": [[0.3, 0.0, -0.1], [0.1, -0.2, 0.2], [0.2, 0.4, 0.1], [-0.4, -0.1, 0.1], [0.2, 0.0, 0.0], [-0.2, 0.1, 0.1], [-0.6, 0.8, -0.6], [0.6, -0.1, 0.1], [-0.6, 0.6, -0.3], [-0.3, 0.3, 0.0], [0.0, -0.3, 0.6], [0.2, -0.1, -0.1], [0.3, -0.4, -0.1], [1.9, -0.1, 0.3], [0.6, -0.5, 0.8], [-0.6, 0.5, -0.1], [0.6, 0.2, 0.1], [-0.1, 0.2, 0.0], [-0.3, 0.0, 0.2], [-0.1, -0.2, -0.1], [0.0, 0.4, 0.4], [-0.3, -0.2, -0.1], [0.1, 0.0, -0.3], [0.0, 0.0, -0.1], [-0.1, -0.4, -0.1], [0.0, 0.2, -0.1], [-0.1, 0.0, -0.2], [0.1, -0.5, -0.2], [0.0, -0.4, -0.1], [-0.2, 0.3, 0.4], [0.2, -0.2, -0.3], [0.0, 0.1, 0.1], [0.0, 0.3, -0.1], [0.2, -0.6, -0.4], [-0.5, 0.3, 0.1], [0.5, -0.3, 0.2], [0.1, -0.2, 0.1], [0.1, 0.0, 0.2], [0.0, -0.3, 0.1], [0.0, -0.2, 0.1], [-0.2, -0.1, 0.0], [-0.4, 0.3, -0.2], [0.0, 0.3, 0.1], [0.4, 0.1, 0.2], [0.1, -0.4, -0.3], [0.3, -0.2, -0.2], [0.2, 0.1, 0.0], [-0.1, 0.0, 0.1], [-0.4, -0.2, 0.0], [-0.6, -0.3, 0.4], [0.0, -0.4, 0.0], [0.2, 0.0, -0.2], [0.0, 0.3, 0.0], [-0.2, 0.3, 0.1], [0.1, 0.2, 0.2], [0.1, 0.0, -0.1], [0.1, -0.2, -0.1], [-0.2, 0.0, -0.2], [-0.4, 0.3, -0.3], [0.0, 0.1, -0.4], [-0.2, 0.3, -0.1], [0.0, 0.0, 0.0], [0.2, -0.2, 0.1], [0.1, -0.2, -0.2], [-0.3, 0.0, 0.1], [0.0, 0.2, 0.2], [0.3, 0.1, 0.0], [0.4, -0.1, -0.3], [-0.2, -0.3, -0.4], [0.0, 0.4, 0.4], [-0.4, -0.8, -0.1], [-0.8, 0.8, 0.1]]
}



{
  "formula": "C36H32Cl2F15GeN2S3SeSiV",
  "method": "wB97M-V/def2-TZVPD",
  "total_charge": 1,
  "gap_ev": [5.51, 5.42],
  "spin_multiplicity": 2,
  "s_squared": 0.78,
  "symbols": ["V", "Cl", "C", "C", "C", "C", "C", "Cl", "C", "S", "H", "H", "H", "C", "Si", "C", "C", "Se", "H", "H", "H", "H", "H", "H", "H", "H", "H", "F", "C", "C", "C", "F", "C", "F", "C", "F", "C", "F", "Ge", "S", "C", "C", "F", "C", "F", "C", "F", "C", "F", "C", "F", "C", "C", "F", "C", "F", "C", "F", "C", "F", "C", "F", "C", "C", "C", "C", "N", "C", "S", "N", "C", "C", "C", "C", "H", "H", "H", "H", "H", "H", "H", "H", "H", "H", "H", "H", "H", "H", "H", "H", "H", "H", "H", "H"],
  "positions_angstrom": [[1.46451, -0.48282, -0.22888], [-0.01434, -1.66567, -1.70394], [0.99938, -2.34749, -2.92482], [0.42612, -2.92565, -4.06870], [1.29810, -3.47259, -5.01885], [2.67508, -3.46742, -4.79623], [3.19501, -3.01064, -3.63132], [4.90211, -2.97998, -3.55734], [2.34851, -2.48634, -2.65296], [3.01658, -1.83372, -1.20591], [-0.64770, -2.97951, -4.13677], [0.85990, -3.83957, -5.90659], [3.38812, -3.94609, -5.55305], [-1.31339, 0.97534, 4.07311], [-0.25442, 1.45551, 2.56761], [-1.31011, 2.45182, 1.46174], [1.48199, 2.04801, 2.91465], [-0.05250, -0.76602, 1.63453], [-1.96060, 1.80937, 4.38039], [-0.64245, 0.83299, 4.94678], [-1.88849, 0.06104, 3.88875], [-0.84522, 3.11626, 0.71184], [-2.04346, 3.00654, 2.03782], [-1.80460, 1.59949, 0.99531], [1.55707, 2.93918, 3.49543], [1.77723, 2.31831, 1.85389], [2.14961, 1.27293, 3.39257], [6.33822, 2.56566, -1.68419], [6.03977, 1.53301, -0.85524], [4.69600, 1.42527, -0.41640], [4.44837, 0.48432, 0.47266], [3.20228, 0.29897, 0.96507], [5.40372, -0.41282, 0.91529], [5.12648, -1.36234, 1.83981], [6.72287, -0.28906, 0.47153], [7.68713, -0.96324, 1.12170], [7.00404, 0.63546, -0.51259], [8.26300, 0.79157, -0.91904], [3.23944, 2.45724, -1.26020], [1.31161, 1.44051, -1.31751], [2.90167, 4.10973, -0.21035], [1.76046, 4.82513, -0.57632], [1.24972, 4.53948, -1.81504], [1.13553, 5.79768, 0.18109], [0.00893, 6.42234, -0.18448], [1.76228, 6.13547, 1.35047], [1.26095, 7.23277, 1.97191], [2.69739, 5.31951, 1.95618], [3.15610, 5.55337, 3.19026], [3.28146, 4.34216, 1.13742], [4.22889, 3.58556, 1.67003], [3.93070, 2.75587, -3.06915], [4.50649, 3.95458, -3.27516], [4.55917, 4.83313, -2.28059], [5.26833, 4.20702, -4.46572], [6.10014, 5.24804, -4.53748], [5.17667, 3.26790, -5.48862], [5.54683, 3.58587, -6.68932], [4.44891, 2.09483, -5.29202], [4.32011, 1.28969, -6.36844], [3.79425, 1.88143, -4.11747], [2.95348, 0.81462, -3.97904], [-7.88238, -2.05264, 1.61229], [-7.65744, -0.57002, 1.26895], [-6.44772, -0.39591, 0.37966], [-5.16253, -0.08967, 1.18182], [-4.72906, -1.20094, 1.98710], [-3.62670, -1.95966, 1.79193], [-2.70698, -1.63707, 0.35700], [-3.34055, -2.87677, 2.74866], [-2.38640, -4.02998, 2.50584], [-2.91408, -5.12980, 1.46574], [-4.24731, -5.71510, 1.86185], [-5.33556, -5.04597, 1.09624], [-8.52370, -1.95172, 2.50257], [-6.89089, -2.57111, 1.95225], [-8.33701, -2.66865, 0.70015], [-7.50643, -0.08497, 2.25589], [-8.49089, -0.14544, 0.71549], [-6.60921, 0.48000, -0.29032], [-6.18420, -1.23979, -0.25089], [-5.35523, 0.76011, 1.82130], [-4.33708, 0.17080, 0.51869], [-5.29844, -1.54455, 2.81083], [-4.02506, -2.98589, 3.50130], [-2.38004, -4.44672, 3.49573], [-1.37364, -3.65203, 2.29669], [-2.09398, -5.83655, 1.34097], [-3.00348, -4.62539, 0.50015], [-4.35346, -5.76985, 2.91380], [-4.13524, -6.74029, 1.51132], [-5.26075, -3.94661, 1.16403], [-6.35232, -5.36507, 1.37287], [-5.34569, -5.21677, 0.01201]],
  "atomic_forces_ev_per_a": [[-0.5, -0.5, 1.0], [-0.5, 0.2, 0.2], [0.1, -1.5, -1.1], [0.9, 0.2, 0.6], [-0.3, 0.8, 1.3], [0.0, -1.7, -2.4], [-0.1, 0.4, 0.1], [0.5, 0.1, 0.7], [0.2, 0.9, 0.0], [0.2, 0.6, 1.2], [-0.1, 0.1, -0.4], [-0.1, -0.5, -0.8], [-1.2, 1.0, 1.1], [0.8, 0.4, 0.4], [-0.2, -0.5, 1.3], [0.3, 0.2, -0.6], [0.4, -1.2, -1.3], [1.6, 0.3, -1.3], [-0.1, -0.3, -0.3], [-0.3, -0.3, -0.5], [0.0, 0.3, 0.1], [-0.2, -0.5, 0.3], [-0.1, 0.1, 0.1], [-0.5, 0.3, -0.6], [-0.2, 0.7, 0.5], [0.3, -0.4, 1.2], [-0.6, 0.8, -0.8], [0.2, -0.8, 0.6], [-1.7, 1.1, -0.9], [1.1, 2.0, -2.0], [0.7, -2.3, 1.3], [-1.2, -0.2, 0.2], [1.0, -0.8, 0.9], [0.0, 0.8, -0.6], [-0.7, -0.8, 1.3], [-0.7, 0.3, -1.0], [1.4, 0.5, 0.4], [-0.3, -0.1, 0.0], [0.9, 0.7, 0.2], [-0.5, -0.3, 0.1], [-1.1, 0.1, 1.8], [-0.1, -0.4, -1.6], [0.1, 0.3, 0.8], [0.1, -0.3, -1.0], [0.7, -0.2, -0.1], [-1.4, 1.4, 1.8], [0.6, -1.0, 0.0], [1.1, 0.0, -0.8], [-0.2, -0.1, -0.5], [-0.4, 0.0, -0.9], [0.5, -0.3, 0.3], [-1.9, -0.1, 1.1], [2.6, 0.9, -1.9], [0.3, 0.5, 0.0], [-0.6, -0.5, 1.4], [-0.7, -0.1, -0.2], [-1.0, 0.7, 1.4], [1.0, 0.0, -1.1], [0.0, -0.2, -1.5], [-0.1, 0.2, 0.8], [-0.7, -1.3, 0.2], [0.9, 0.4, -0.2], [0.2, -1.0, -0.5], [0.7, -1.1, -0.1], [1.4, 1.6, -0.2], [-0.6, 0.3, -0.6], [0.0, -1.9, 2.2], [-0.2, 0.9, -0.6], [0.0, -0.7, 0.9], [0.5, -0.3, -1.3], [-1.2, 0.1, -0.4], [1.4, 2.5, 0.9], [1.3, -1.2, -1.8], [-1.7, 0.9, -0.5], [-0.2, -1.1, -0.5], [-1.9, 0.9, -0.8], [0.9, 1.2, 2.2], [-0.2, 0.3, -0.8], [-0.4, 0.0, 0.5], [0.2, -0.5, 0.3], [-0.5, -0.3, -0.2], [0.0, 0.3, 0.4], [-0.2, -0.1, 0.1], [0.6, 1.1, -1.5], [0.5, 0.0, -0.4], [0.4, -0.7, 0.4], [-0.6, 0.0, -0.2], [-0.1, -0.2, 0.3], [0.0, 0.0, 0.0], [-0.4, 0.2, 1.1], [-0.6, -0.4, 0.2], [-0.2, -0.4, 0.2], [0.3, 0.2, 0.3], [0.6, -0.3, 0.2]]
}